[1]
# C3H8F2NO

A 2-piece molecular cluster, C3H8F2NO overall at a distorted geometry (ωB97M-V with the def2-TZVPD basis set, the Open Molecules 2025 dataset).

```
! wB97M-V def2-TZVPD RIJCOSX def2/J DEFGRID3
* xyz 1 1
C 0.93843 0.24552 0.82179
C 0.72523 -0.98460 0.08772
C -1.92538 -0.46776 -0.35640
N 0.35398 1.43663 0.09977
O 1.25028 -1.22728 -1.16505
F -2.01872 0.34386 -1.44854
F -2.24181 0.18677 0.69992
H 2.05652 0.43486 0.85036
H 0.47016 0.24643 1.81078
H 0.63129 -1.94034 0.73888
H -2.28652 -1.38066 -0.42399
H 0.54464 1.27709 -0.85954
H 0.75155 2.31385 0.40743
H -0.75170 1.62430 0.15937
H 1.50205 -2.10867 -1.42252
*
```

Summary:
HOMO (alpha / beta)   -12.35 / -12.81 eV
Energy relative to the best compared isomer or geometry (same formula, charge and spin)   3.7079 eV
Gap between HOMO and LUMO (alpha / beta)   8.8 / 8.8 eV

Want to see where the charge sits? The Löwdin charges in e are: C -0.154; C -0.185; C -0.192; N 0.181; O 0.017; F 0.051; F 0.107; H 0.165; H 0.143; H 0.162; H 0.085; H 0.134; H 0.163; H 0.210; H 0.114



[2]
# C3H8F3O5STl

C3H8F3O5STl as an isolated structure at a distorted geometry (ωB97M-V with the def2-TZVPD basis set, the Open Molecules 2025 dataset).

```
! wB97M-V def2-TZVPD RIJCOSX def2/J DEFGRID3
* xyz 2 1
Tl 18.01973 20.74972 -28.49934
C 17.81526 25.25825 -31.70377
F 18.35380 24.70699 -32.76135
F 18.71734 25.58841 -30.81728
F 17.01732 26.21488 -32.00981
S 16.74735 23.90003 -30.86694
O 15.77932 24.52342 -29.98458
O 16.14007 23.17289 -31.98610
O 17.69891 22.94226 -30.29661
C 20.43574 17.98595 -27.24243
O 20.32203 19.21091 -27.96079
H 20.73748 18.19027 -26.20310
H 19.48639 17.45376 -27.26681
H 21.20501 17.31425 -27.63158
H 21.18175 19.42015 -28.35414
C 21.08553 22.84137 -30.11935
O 20.28443 22.48912 -28.99363
H 21.18017 23.92474 -30.24656
H 22.06008 22.35118 -30.05574
H 20.55593 22.47959 -31.00088
H 20.69759 22.82858 -28.18040
*
```

Summary:
HOMO   -17.47 eV
Energy relative to the best compared isomer or geometry (same formula, charge and spin)   0.4432 eV
Gap between HOMO and LUMO   2.4 eV

Want to see where the charge sits? The Löwdin charges in e are: Tl 1.235; C -0.667; F 0.238; F 0.227; F 0.274; S 0.665; O -0.029; O 0.030; O -0.256; C -0.094; O -0.247; H 0.110; H 0.096; H 0.105; H 0.103; C -0.065; O -0.179; H 0.113; H 0.118; H 0.094; H 0.128